Density functional theory data (ωB97M-V with the def2-TZVPD basis set) for 2 unconnected molecules or ions with the total composition C2H9N2O.

Each line ends with the Löwdin charge.
CARTESIAN COORDINATES (ANGSTROEM)
N1 0.312 -0.625 0.531  0.195
C1 0.467 -1.627 -0.280  -0.178
N2 1.310 -2.618 -0.104  0.187
H1 0.899 -0.509 1.347  0.145
H2 -0.340 0.175 0.347  0.086
H3 -0.170 -1.654 -1.156  0.165
H4 1.403 -3.340 -0.798  0.137
H5 1.928 -2.664 0.691  0.140
C2 -0.687 2.840 -0.244  -0.087
O1 -1.259 1.564 0.115  -0.154
H6 -1.348 3.645 0.061  0.088
H7 0.249 2.926 0.301  0.087
H8 -0.517 2.894 -1.318  0.087
H9 -2.105 1.463 -0.334  0.103

Cartesian forces, eV/Å:
N 0.041 0.475 0.210
C -0.159 0.089 0.103
N 0.050 0.040 -0.066
H -0.003 -0.197 -0.001
H 0.098 -0.289 -0.174
H 0.060 -0.044 -0.055
H -0.069 -0.048 -0.033
H 0.027 0.009 0.044
C -0.092 -0.190 0.053
O 0.028 -0.033 -0.139
H -0.058 0.077 0.062
H 0.004 0.017 -0.088
H 0.112 0.023 -0.002
H -0.039 0.071 0.086

Output
* E_HOMO: -14.768 eV
* total charge: +1
* energy above the lowest of the compared OMol25 structures with the same formula, charge and spin: 0.826 eV
* DFT total energy: -7241.53043 eV
* HOMO-LUMO gap: 11.51 eV
* lowest unoccupied orbital energy: -3.259 eV

---

Density functional theory data (ωB97M-V with the def2-TZVPD basis set) for 2 unconnected molecules or ions with the total composition C3H7Cl2P at a distorted geometry.

Each line ends with the Löwdin charge.
CARTESIAN COORDINATES (ANGSTROEM)
H1 -2.438 -1.343 1.098  -0.176
P1 -2.623 -0.155 0.471  0.872
C1 -1.071 -0.134 -0.172  -0.749
C2 0.094 -1.167 -0.157  -0.102
C3 -0.668 1.117 -0.980  -0.613
Cl1 0.121 2.236 0.209  0.506
H2 0.518 -1.202 -1.132  0.063
H3 0.804 -0.815 0.621  0.075
H4 -0.225 -2.081 0.158  0.023
H5 0.011 0.761 -1.770  0.074
H6 -1.418 1.690 -1.413  0.021
Cl2 3.792 0.798 1.039  0.233
H7 3.103 0.294 2.028  -0.227

Cartesian forces, eV/Å:
H -0.080 -1.448 0.744
P 0.666 0.943 -0.757
C 0.305 0.335 -1.041
C -0.707 3.586 1.173
C 1.361 -1.891 1.284
Cl 0.325 -0.093 -0.489
H 0.619 -0.114 -0.618
H 0.009 -0.086 -0.778
H -1.008 -2.676 0.691
H 0.162 0.707 0.385
H -1.652 0.734 -0.591
Cl -0.438 -0.348 0.628
H 0.438 0.350 -0.630

Output
* E_HOMO: -9.319 eV
* energy above the lowest of the compared OMol25 structures with the same formula, charge and spin: 0.566 eV
* SMILES: [H]/P=C(\C)CCl.Cl
* DFT total energy: -37556.75889 eV
* HOMO-LUMO gap: 9.37 eV
* lowest unoccupied orbital energy: 0.054 eV

---

Density functional theory data (ωB97M-V with the def2-TZVPD basis set) for a molecular structure, C21H45CaNO10S3 at a distorted geometry.

Each line ends with the Löwdin charge.
CARTESIAN COORDINATES (ANGSTROEM)
Ca1 0.474 -0.741 -0.402  1.410
C1 -2.571 -3.076 -2.560  -0.007
C2 -1.387 -2.413 -1.883  -0.736
O1 -0.664 -1.607 -2.526  -0.115
O2 -1.134 -2.578 -0.658  -0.139
H1 -2.426 -2.997 -3.639  0.076
H2 -3.506 -2.527 -2.414  0.063
H3 -2.746 -4.096 -2.225  0.075
C3 3.418 0.659 3.032  -0.078
C4 2.029 0.945 2.434  -0.662
C5 1.628 2.401 2.644  -0.077
O3 1.859 0.502 1.146  -0.379
H4 3.525 1.102 4.025  0.063
H5 4.202 1.075 2.392  0.069
H6 3.555 -0.422 3.100  0.050
H7 1.338 0.329 3.049  0.108
H8 1.632 2.637 3.712  0.069
H9 0.617 2.542 2.250  0.066
H10 2.283 3.106 2.121  0.057
C6 4.546 -2.727 -2.135  -0.054
C7 3.211 -2.539 -1.402  -0.396
C8 3.269 -2.658 0.107  -0.190
O4 1.915 -2.583 0.507  -0.292
C9 1.659 -3.070 1.811  -0.070
N1 2.627 -1.221 -1.736  -0.008
H11 5.154 -3.518 -1.687  0.075
H12 5.168 -1.830 -2.160  0.076
H13 4.377 -2.986 -3.182  0.076
H14 2.472 -3.270 -1.735  0.148
H15 3.890 -1.928 0.635  0.138
H16 3.642 -3.663 0.347  0.131
H17 0.631 -2.825 2.066  0.065
H18 2.281 -2.537 2.537  0.093
H19 1.786 -4.154 1.827  0.098
H20 2.725 -1.011 -2.726  0.094
H21 3.261 -0.534 -1.315  0.085
C10 -3.048 -3.194 3.132  -0.222
C11 -2.791 -2.471 4.467  -0.205
C12 -1.742 -1.374 4.169  -0.191
S1 -2.040 -0.873 2.413  0.719
O5 -0.855 -1.068 1.611  -0.413
O6 -2.691 0.430 2.476  -0.335
C13 -3.287 -2.152 2.051  -0.206
H22 -3.808 -3.973 3.177  0.115
H23 -2.144 -3.781 2.930  0.117
H24 -2.519 -3.146 5.271  0.112
H25 -3.674 -1.886 4.739  0.113
H26 -0.744 -1.815 4.139  0.093
H27 -1.792 -0.492 4.795  0.099
H28 -3.184 -2.400 0.996  0.083
H29 -4.272 -1.700 2.166  0.109
C14 -3.465 3.022 -1.904  -0.203
C15 -3.634 2.044 -3.099  -0.204
C16 -2.960 0.717 -2.760  -0.194
S2 -2.891 0.605 -0.943  0.726
O7 -1.519 0.625 -0.490  -0.420
O8 -3.731 -0.508 -0.526  -0.310
C17 -3.628 2.241 -0.594  -0.180
H30 -4.196 3.815 -2.056  0.112
H31 -2.489 3.498 -2.006  0.090
H32 -3.097 2.452 -3.955  0.112
H33 -4.681 1.968 -3.391  0.111
H34 -1.961 0.705 -3.192  0.093
H35 -3.504 -0.123 -3.184  0.102
H36 -3.147 2.616 0.303  0.104
H37 -4.689 2.027 -0.469  0.107
C18 2.588 4.272 -1.909  -0.216
C19 1.697 4.288 -0.666  -0.210
C20 0.361 3.643 -1.008  -0.185
S3 0.753 2.420 -2.333  0.728
O9 -0.020 2.818 -3.503  -0.326
O10 0.691 1.082 -1.803  -0.448
C21 2.515 2.888 -2.544  -0.194
H38 3.582 4.706 -1.816  0.117
H39 2.142 4.939 -2.661  0.117
H40 1.624 5.305 -0.285  0.120
H41 2.121 3.669 0.131  0.093
H42 -0.287 4.392 -1.460  0.097
H43 -0.113 3.062 -0.221  0.092
H44 2.799 2.822 -3.589  0.106
H45 2.989 2.100 -1.954  0.096

Cartesian forces, eV/Å:
Ca 0.256 -0.224 0.655
C -0.103 0.286 -0.554
C 0.723 0.901 0.892
O -0.220 0.172 -0.976
O -0.744 -0.959 0.265
H 0.190 -0.458 0.028
H 0.177 0.148 0.550
H 0.168 -0.046 -0.049
C -0.080 0.167 -0.407
C -0.522 -0.920 -0.079
C -0.149 0.014 -0.017
O 0.194 0.033 -1.013
H -0.011 -0.088 0.080
H -0.010 -0.027 -0.040
H 0.139 0.018 0.010
H -0.120 0.287 0.475
H -0.040 0.174 -0.028
H -0.032 0.018 0.081
H 0.159 -0.148 0.083
C 0.126 -0.414 0.143
C 0.364 0.800 -0.768
C -0.358 -0.843 -0.154
O -0.299 0.118 0.231
C -0.083 0.379 0.000
N 0.617 0.539 0.383
H -0.068 -0.076 -0.071
H -0.174 0.136 0.318
H -0.101 -0.090 0.044
H 0.190 -0.210 -0.009
H -0.078 0.258 -0.191
H 0.128 0.044 0.054
H -0.072 -0.075 -0.237
H 0.219 -0.271 0.047
H 0.216 -0.008 0.213
H -0.388 -0.398 -0.095
H -0.309 0.056 0.218
C 0.844 -0.846 0.073
C -0.548 1.366 -0.781
C 0.502 -1.142 -0.998
S -1.325 0.510 1.071
O -0.218 0.020 0.778
O 0.513 -0.490 -0.417
C 0.145 0.382 0.068
H -0.384 0.371 0.096
H 0.108 0.197 -0.316
H 0.121 0.053 0.054
H -0.283 -0.486 0.260
H 0.117 0.239 0.227
H 0.040 0.066 -0.047
H 0.353 -0.399 0.132
H 0.118 0.279 0.139
C 0.273 -0.017 -0.599
C 0.458 0.403 0.110
C -0.211 0.289 -0.255
S -0.550 -0.759 -0.768
O -0.312 0.458 0.087
O 0.265 0.934 0.023
C -0.239 -0.627 -0.934
H -0.083 0.038 0.522
H 0.110 -0.134 0.285
H -0.182 0.152 -0.028
H -0.047 -0.297 0.221
H 0.215 -0.170 0.498
H 0.035 -0.214 0.421
H -0.087 0.113 0.034
H 0.017 0.022 0.443
C -0.697 0.423 -1.182
C 0.755 -0.597 0.729
C 0.318 -0.166 -0.889
S -0.033 1.749 -0.049
O 0.353 -0.723 0.493
O 0.232 0.486 -0.942
C -0.523 -0.594 0.783
H 0.191 -0.514 0.510
H -0.177 0.070 0.113
H -0.325 -0.029 0.034
H 0.298 0.181 -0.139
H -0.302 -0.302 -0.057
H 0.017 0.180 0.176
H -0.120 0.032 -0.054
H 0.348 0.196 -0.010

Output
* E_HOMO: -6.866 eV
* energy above the lowest of the compared OMol25 structures with the same formula, charge and spin: 0.000 eV
* DFT total energy: -95419.45096 eV
* HOMO-LUMO gap: 7.34 eV
* lowest unoccupied orbital energy: 0.478 eV

---

Density functional theory data (ωB97M-V with the def2-TZVPD basis set) for a molecular structure, C27H42Cl3CoN4O3Si at a distorted geometry.

Each line ends with the Löwdin spin population.
CARTESIAN COORDINATES (ANGSTROEM)
C1 -1.402 -2.451 -3.750  0.000
C2 -0.758 -3.231 -2.647  0.000
H1 -1.040 -2.872 -4.686  0.000
H2 -1.191 -1.380 -3.724  0.000
H3 -2.497 -2.561 -3.732  0.000
C3 -0.425 -4.534 -2.773  0.000
C4 -0.129 -5.213 -4.085  0.000
H4 -0.281 -5.184 -1.904  0.000
H5 0.317 -4.507 -4.812  0.000
H6 -1.019 -5.652 -4.572  0.000
H7 0.576 -6.046 -3.915  0.000
Co1 -2.072 1.811 0.670  2.640
Cl1 -3.556 3.308 1.221  0.084
Cl2 0.153 2.121 -0.052  0.052
H8 1.605 5.096 3.804  0.000
H9 -1.214 6.647 2.771  0.000
C5 1.557 5.236 2.720  0.000
C6 -0.583 6.345 1.911  0.000
N1 0.186 5.121 2.250  0.000
H10 2.155 4.468 2.223  0.000
C7 -0.452 3.967 2.601  0.004
O1 0.038 3.017 3.211  0.003
H11 -1.215 6.106 1.036  0.000
H12 -1.513 3.986 2.273  0.003
H13 1.933 6.217 2.461  0.000
H14 0.138 7.142 1.673  0.000
H15 1.896 -1.130 -3.238  0.000
H16 2.311 -3.350 -2.402  0.000
C8 2.814 -0.708 -2.771  0.000
C9 3.337 -3.033 -2.177  0.000
N2 3.372 -1.645 -1.790  0.000
H17 2.580 0.249 -2.275  0.000
C10 3.423 -1.336 -0.459  0.000
O2 3.153 -0.244 0.030  0.000
H18 3.732 -3.614 -1.346  0.000
H19 3.737 -2.202 0.165  0.000
H20 3.569 -0.527 -3.565  0.000
H21 3.968 -3.179 -3.055  0.000
O3 0.720 -1.816 -1.344  0.001
C11 -0.435 -2.440 -1.321  0.001
C12 0.583 -3.902 0.546  0.000
C13 -0.537 -3.298 -0.026  0.000
H22 1.545 -3.840 0.028  0.000
C14 0.463 -4.512 1.799  0.000
H23 -1.308 -1.752 -1.341  0.002
C15 -1.757 -3.273 0.640  0.000
H24 1.325 -5.037 2.216  0.000
C16 -0.765 -4.483 2.469  0.000
C17 -1.881 -3.897 1.874  0.000
H25 -2.560 -2.722 0.139  0.000
H26 -0.877 -5.023 3.406  0.000
H27 -2.856 -3.881 2.356  0.000
Si1 -0.253 2.619 -2.207  0.002
Cl3 -2.546 0.687 -0.974  0.148
C18 1.493 2.914 -2.752  0.002
C19 -1.045 4.252 -1.550  0.001
C20 -1.155 2.539 -3.867  0.000
H28 2.124 2.032 -2.635  0.000
H29 1.794 3.735 -2.099  0.000
H30 1.506 3.218 -3.806  0.000
H31 -0.821 1.743 -4.557  0.000
H32 -0.831 3.539 -4.276  0.000
H33 -2.259 2.494 -3.818  0.000
H34 -1.898 4.116 -0.850  0.001
H35 -1.401 4.817 -2.422  0.000
H36 -0.216 4.761 -1.050  0.000
N3 0.617 -0.914 2.852  0.001
C21 0.183 -0.442 1.631  0.003
N4 -0.944 0.288 1.766  0.040
C22 -1.231 0.338 3.110  0.004
C23 -2.296 0.978 3.723  0.003
C24 -2.409 0.869 5.099  0.000
C25 -1.445 0.157 5.842  0.000
C26 -0.367 -0.497 5.219  0.000
C27 -0.273 -0.403 3.836  0.001
H37 1.401 -1.590 2.965  0.000
H38 0.779 -0.555 0.713  0.000
H39 -2.952 1.560 3.080  0.002
H40 -3.249 1.341 5.599  0.000
H41 -1.541 0.126 6.918  0.000
H42 0.371 -1.092 5.780  0.000

Cartesian forces, eV/Å:
C 0.525 -0.101 -0.311
C 0.571 -1.100 1.380
H -0.201 0.235 -0.418
H 0.158 -0.026 0.135
H 0.250 -0.083 0.134
C 0.028 0.553 -0.240
C -0.374 -0.333 -0.471
H 0.377 0.620 0.015
H -0.128 -0.387 0.319
H 0.205 0.057 0.078
H -0.188 0.356 -0.166
Co 1.440 -0.212 1.762
Cl -0.560 0.495 0.197
Cl 0.788 0.008 -1.392
H 0.141 -0.037 -0.070
H 0.253 0.053 -0.512
C -0.173 -0.178 -0.121
C 0.013 -0.992 0.161
N 0.219 0.004 0.426
H 0.080 0.085 0.236
C -0.531 0.004 0.153
O -0.008 1.132 -0.725
H 0.195 0.379 0.427
H 0.359 -0.094 0.225
H 0.169 0.184 -0.056
H -0.411 -0.321 -0.007
H 0.562 0.268 0.624
H 0.031 0.130 0.143
C 0.167 0.027 -0.191
C 0.094 0.071 -0.082
N -0.141 0.480 0.465
H 0.079 -0.718 -0.115
C -0.830 0.633 -0.722
O 0.501 -0.680 -0.164
H 0.024 -0.257 -0.066
H -0.044 0.201 -0.196
H -0.215 -0.027 0.325
H 0.103 -0.132 -0.053
O 1.193 0.654 -0.596
C -1.624 -0.847 0.078
C -0.152 0.013 0.272
C -0.336 0.759 -0.890
H -0.396 -0.041 0.103
C -0.119 0.130 -0.375
H -0.146 0.142 0.752
C 0.307 -0.274 -0.057
H -0.235 0.172 0.097
C -0.023 -0.605 -0.120
C -0.147 0.345 -0.006
H 0.035 -0.308 0.414
H 0.050 0.214 0.007
H 0.220 -0.096 0.209
Si -0.916 2.252 0.837
Cl -0.983 -1.303 -2.732
C -0.022 -0.208 0.058
C -0.045 -0.532 -0.555
C -0.455 -0.900 -0.384
H 0.085 0.357 0.132
H 0.537 -0.109 -0.126
H 0.041 0.032 0.256
H -0.054 0.364 0.273
H -0.293 -0.937 0.386
H 0.563 0.118 0.118
H 0.602 0.020 -0.420
H 0.094 0.177 0.325
H -0.261 0.257 0.086
N -0.402 0.260 -0.041
C -0.837 0.817 0.927
N 1.040 -0.391 0.079
C 0.712 -1.000 0.318
C 0.149 -0.115 0.050
C 0.234 -0.042 -0.149
C 0.347 -0.213 -0.530
C 0.011 -0.186 0.380
C -0.049 -0.207 -0.800
H -1.153 1.034 -0.130
H -0.585 -0.335 0.187
H -0.252 -0.079 0.479
H 0.171 -0.013 0.063
H 0.033 -0.111 0.031
H -0.471 0.438 -0.130

Output
* E_HOMO (spin up / spin down): -3.906 / -3.908 eV
* total charge: -1
* spin multiplicity: 4
* DFT total energy: -123858.91268 eV
* HOMO-LUMO gap (spin up / spin down): 6.34 / 6.30 eV
* lowest unoccupied orbital energy (spin up / spin down): 2.431 / 2.396 eV

---

Question: The lowest DFT total energy belongs to which entry?
Answer: C27H42Cl3CoN4O3Si

---

Please write out number 2 again, unchanged.
Density functional theory data (ωB97M-V with the def2-TZVPD basis set) for 2 unconnected molecules or ions with the total composition C3H7Cl2P at a distorted geometry.

Each line ends with the Löwdin charge.
CARTESIAN COORDINATES (ANGSTROEM)
H1 -2.438 -1.343 1.098  -0.176
P1 -2.623 -0.155 0.471  0.872
C1 -1.071 -0.134 -0.172  -0.749
C2 0.094 -1.167 -0.157  -0.102
C3 -0.668 1.117 -0.980  -0.613
Cl1 0.121 2.236 0.209  0.506
H2 0.518 -1.202 -1.132  0.063
H3 0.804 -0.815 0.621  0.075
H4 -0.225 -2.081 0.158  0.023
H5 0.011 0.761 -1.770  0.074
H6 -1.418 1.690 -1.413  0.021
Cl2 3.792 0.798 1.039  0.233
H7 3.103 0.294 2.028  -0.227

Cartesian forces, eV/Å:
H -0.080 -1.448 0.744
P 0.666 0.943 -0.757
C 0.305 0.335 -1.041
C -0.707 3.586 1.173
C 1.361 -1.891 1.284
Cl 0.325 -0.093 -0.489
H 0.619 -0.114 -0.618
H 0.009 -0.086 -0.778
H -1.008 -2.676 0.691
H 0.162 0.707 0.385
H -1.652 0.734 -0.591
Cl -0.438 -0.348 0.628
H 0.438 0.350 -0.630

Output
* E_HOMO: -9.319 eV
* energy above the lowest of the compared OMol25 structures with the same formula, charge and spin: 0.566 eV
* SMILES: [H]/P=C(\C)CCl.Cl
* DFT total energy: -37556.75889 eV
* HOMO-LUMO gap: 9.37 eV
* lowest unoccupied orbital energy: 0.054 eV